# 1
DFT (wB97M-V/def2-TZVPD) results for a molecular structure, C8H22Cl2N2O2Ti in a non-equilibrium geometry.

The geometry in XYZ format:
```
37
Properties=species:S:1:pos:R:3:forces:R:3
H -4.424 -10.123 23.792 0.228 -0.268 0.234
C -8.665 -0.815 26.450 -0.413 -0.658 0.770
H -4.738 -14.324 25.345 -0.366 -0.669 0.540
H -6.379 -9.709 26.204 -0.323 -0.430 -0.385
H -10.695 -0.641 28.114 -0.377 0.105 -0.120
H -9.590 -1.295 26.130 -0.606 -0.227 0.486
O -8.706 -0.343 27.799 -0.193 -0.011 0.032
C -9.983 0.184 28.131 0.067 -0.192 -0.476
C -7.572 -1.879 26.282 0.953 1.143 -0.904
H -7.248 -9.889 24.201 -0.162 0.207 0.186
Ti -6.118 -5.810 21.543 0.434 0.413 -1.006
H -3.682 -13.755 26.699 -0.025 -0.519 -0.078
H -6.091 -0.285 26.224 -0.255 0.043 -0.477
Cl -8.133 -4.882 17.852 0.173 -0.211 0.700
N -7.474 -2.289 24.890 -0.989 -0.330 -0.478
H -10.250 0.958 27.411 -0.295 -0.001 -0.221
C -6.237 -1.289 26.621 0.782 0.708 1.292
O -4.294 -12.385 25.427 -0.494 0.719 0.693
H -7.220 -1.505 24.307 0.514 0.308 0.014
H -10.052 0.660 29.109 0.705 -0.247 0.122
H -6.311 -12.208 25.122 -0.358 -0.003 -0.215
C -4.596 -13.581 26.130 1.422 0.697 -0.466
C -5.324 -10.411 24.336 -0.315 -0.570 1.833
H -5.231 -12.572 23.701 -0.732 0.182 -0.539
H -5.373 -1.874 26.304 -0.241 -0.277 0.070
H -8.424 -2.450 24.587 -0.316 -0.591 -0.366
C -5.380 -11.978 24.603 1.242 1.162 0.195
H -5.390 -13.487 26.870 -0.478 0.029 -0.343
H -6.197 -1.108 27.695 0.242 -0.228 0.157
N -6.451 -9.955 23.583 -1.023 -0.341 -0.970
C -5.422 -9.663 25.685 1.333 -0.177 0.393
H -7.737 -2.783 26.868 -0.367 0.205 0.224
H -5.189 -8.599 25.634 0.047 0.012 -0.462
H -8.619 0.026 25.758 0.790 0.218 -0.151
H -6.727 -10.698 22.957 -0.051 0.057 -0.705
Cl -2.127 -4.601 20.345 -0.606 -0.235 0.354
H -4.689 -10.081 26.375 0.054 -0.025 0.066
```
Forces are in eV/Å.

LUMO (spin up / spin down)   0.042 / 0.028 Eh
Charge   -1
Multiplicity   4
E_HOMO (spin up / spin down)   -4.6 / -4.6 eV
Relative energy (zero: lowest compared OMol25 entry of this formula, charge and spin)   544.5 kJ/mol
HOMO-LUMO gap (spin up / spin down)   5.74 / 5.37 eV
F_max   1.95 eV/A

Atom charges from the Löwdin analysis, given in e for atoms 1 to 4: 0.14, -0.21, 0.09, 0.07

# 2
DFT (wB97M-V/def2-TZVPD) results for a molecular structure, C38H33BrN4O2P2PtS.

The geometry in XYZ format:
```
82
Properties=species:S:1:pos:R:3:forces:R:3
H -5.597 2.167 -1.014 -0.007 0.004 -0.004
O 4.417 4.867 -0.651 0.038 0.017 -0.035
C 1.411 -5.406 -1.245 -0.005 -0.017 -0.011
C -0.115 -2.125 3.399 0.012 -0.012 -0.024
H 3.583 -4.820 -3.769 0.000 -0.001 -0.008
H 1.998 5.719 -0.579 -0.002 0.009 0.006
Pt -0.725 1.834 0.830 -0.001 -0.052 0.032
N -2.620 1.653 1.389 -0.013 0.086 -0.036
C -3.509 2.102 -3.663 -0.001 0.015 -0.053
C 1.471 -1.747 5.168 -0.003 0.003 -0.014
H 1.034 -6.211 -0.629 -0.008 -0.004 -0.004
H 1.776 -0.756 0.359 -0.065 -0.123 0.201
P -0.440 -0.450 1.219 -0.094 -0.109 -0.114
C -4.136 -2.056 1.762 0.014 0.022 0.013
H -4.772 -2.321 2.596 0.002 -0.016 0.008
C 3.888 1.571 -3.007 0.004 -0.088 -0.071
H 0.864 -2.207 0.648 -0.010 -0.050 -0.141
H -5.554 -2.670 0.276 -0.006 0.005 -0.002
H 2.408 0.921 0.279 0.021 0.190 0.122
H 5.276 0.348 -1.911 0.028 -0.019 0.001
C -4.706 2.218 -2.949 -0.055 0.000 0.007
H 3.567 -1.264 -1.186 0.019 -0.047 0.019
H -3.517 2.222 -4.738 0.003 -0.005 -0.008
H 1.504 0.834 2.992 -0.019 -0.055 0.047
C 0.515 -2.547 4.560 0.009 -0.012 -0.008
C -2.881 -1.525 2.002 -0.042 0.094 0.089
C 1.604 0.823 -2.992 0.029 -0.023 -0.016
N 1.133 2.544 0.165 0.093 0.138 0.301
C 2.353 1.986 0.118 -0.010 -0.038 0.089
H 0.112 -3.960 -0.370 0.021 0.003 0.027
C 1.391 -3.070 -1.867 0.035 0.007 0.016
H 4.443 2.190 -0.195 -0.033 0.062 0.066
C 0.909 -4.124 -1.089 -0.026 0.034 -0.005
O -1.091 1.384 -1.101 0.175 0.218 0.045
C 2.569 1.738 -3.398 0.029 0.019 -0.019
C -3.773 -1.867 -0.609 -0.021 -0.024 0.017
H 2.295 2.565 -4.040 -0.006 0.004 -0.004
C -2.024 1.881 3.534 -0.059 0.142 -0.063
C 0.814 -1.228 0.158 -0.186 0.163 -0.112
H -4.574 1.694 0.974 -0.008 0.024 -0.043
C 3.388 4.074 -0.393 -0.108 -0.048 0.050
H 2.700 -2.551 -3.498 0.036 0.042 0.010
C 2.839 -4.625 -3.008 -0.001 -0.027 -0.007
C -2.316 1.842 -3.026 -0.079 -0.073 0.128
C 1.946 -0.259 -2.188 0.060 -0.062 -0.063
H 0.261 -3.509 4.983 -0.007 0.001 0.007
C -4.578 -2.242 0.459 0.012 0.007 -0.028
C 1.827 -0.533 4.595 0.005 -0.015 0.006
N -2.957 1.495 2.720 0.171 -0.063 0.083
H -1.546 2.190 5.496 0.010 -0.037 0.008
H -4.120 -1.996 -1.626 -0.009 0.021 -0.007
H 5.260 4.395 -0.639 -0.006 -0.002 0.006
H 2.777 -6.657 -2.327 0.007 -0.006 0.003
H 1.955 -2.079 6.076 0.003 -0.001 0.009
H -1.924 -0.995 -1.220 0.031 -0.091 0.014
Br -0.711 4.548 -0.066 0.040 -0.049 0.014
H -1.395 1.747 -3.581 -0.019 0.002 -0.023
C 3.278 -0.411 -1.788 0.040 -0.030 -0.131
C 2.119 4.666 -0.374 0.043 -0.029 -0.056
H -3.142 1.603 5.200 -0.001 0.021 0.014
P 0.611 -1.422 -1.705 0.001 0.120 -0.046
H 2.594 0.079 5.048 0.008 0.000 0.001
C -2.268 1.696 -1.634 -0.320 -0.146 0.090
C 2.385 -5.657 -2.201 -0.001 0.006 -0.013
C -3.583 1.722 0.530 -0.001 -0.168 -0.077
C -4.682 2.079 -1.586 0.015 0.005 -0.038
H 0.578 0.939 -3.313 0.021 -0.007 0.012
H -0.823 -2.785 2.920 -0.063 0.012 -0.002
S -0.487 2.565 3.004 -0.027 -0.133 -0.097
C 3.491 2.701 -0.155 -0.043 0.123 0.125
C -2.053 -1.180 0.930 0.091 -0.006 0.054
C 1.202 -0.104 3.437 0.097 -0.014 -0.061
C 4.243 0.494 -2.198 -0.031 -0.110 -0.164
H 4.645 2.266 -3.346 0.011 0.006 -0.016
C 2.344 -3.339 -2.848 -0.031 0.045 0.042
C 0.201 -0.879 2.850 -0.021 0.177 -0.012
N -2.211 1.784 4.860 -0.064 0.049 -0.005
H -2.569 -1.355 3.022 0.033 -0.018 0.017
C -3.477 1.831 -0.894 0.247 0.041 -0.001
C -2.523 -1.320 -0.381 0.060 -0.053 -0.052
C 1.054 3.860 -0.095 -0.056 -0.054 -0.113
H -5.633 2.416 -3.467 -0.005 0.004 0.006
```
Forces are in eV/Å.

LUMO   -0.266 Eh
Charge   +2
E_HOMO   -13.0 eV
Relative energy (zero: lowest compared OMol25 entry of this formula, charge and spin)   0.0 kJ/mol
HOMO-LUMO gap   5.78 eV
F_max   0.36 eV/A

Atom charges from the Löwdin analysis, given in e for atoms 1 to 4: 0.12, 0.15, -0.07, -0.08

# 3
DFT (wB97M-V/def2-TZVPD) results for a molecular structure, C3H4O3Pr in a non-equilibrium geometry.

The geometry in XYZ format:
```
11
Properties=species:S:1:pos:R:3:forces:R:3
Pr -2.033 0.198 0.431 1.740 -0.791 0.441
H -0.728 -0.023 -2.385 0.683 0.239 0.056
H -0.445 1.671 -1.772 -0.174 -0.134 0.346
C -0.463 0.601 -1.523 -1.426 0.338 1.808
O 1.060 -0.960 2.617 -2.356 0.143 -1.390
H 1.432 -0.081 -1.476 -0.199 -2.930 0.012
O -1.030 -0.183 2.325 -2.403 0.839 -0.606
O 0.041 -1.045 0.598 -1.581 0.248 -2.238
C 0.057 -0.770 1.943 5.174 -0.205 1.492
H 1.448 0.456 -0.030 -1.470 1.635 0.633
C 0.663 0.136 -0.729 2.012 0.618 -0.553
```
Forces are in eV/Å.

LUMO (spin up / spin down)   -0.213 / -0.206 Eh
Charge   +1
Multiplicity   3
E_HOMO (spin up / spin down)   -13.5 / -13.5 eV
Relative energy (zero: lowest compared OMol25 entry of this formula, charge and spin)   179.9 kJ/mol
HOMO-LUMO gap (spin up / spin down)   7.69 / 7.88 eV
F_max   5.39 eV/A

Atom charges from the Löwdin analysis, given in e for atoms 1 to 4: 1.87, 0.07, 0.08, -0.27

# 4
DFT (wB97M-V/def2-TZVPD) results for C7H12 in the gas phase in a non-equilibrium geometry.

The geometry in XYZ format:
```
19
Properties=species:S:1:pos:R:3:forces:R:3
H 2.168 0.860 -1.389 0.440 -0.957 -1.102
H 0.488 -2.097 0.990 -2.070 -1.069 0.711
H -2.030 -1.004 -1.608 -0.065 -0.023 0.325
H -3.515 -1.032 -0.510 2.012 1.000 -0.268
C -2.518 -0.478 -0.778 0.013 -0.878 1.689
C -0.118 1.785 0.096 -2.381 -0.164 0.650
C 1.070 -0.313 0.045 -0.406 -0.206 -1.472
H 2.170 -1.818 0.985 0.833 -0.231 -0.662
H 2.472 1.226 0.134 0.534 -0.561 0.373
H -2.760 0.519 -1.127 -0.149 0.133 -0.069
H -0.917 2.292 0.735 0.907 -0.222 -1.563
C 1.225 -1.504 0.594 0.798 0.323 0.643
C -1.501 -0.260 0.502 -1.665 0.537 -0.006
C 2.328 0.308 -0.474 0.327 0.881 2.043
H 3.162 -0.456 -0.274 -0.982 1.673 -1.178
C -0.227 0.435 0.068 0.975 0.351 0.715
H -2.097 0.470 1.176 1.056 -1.274 -0.797
H 0.551 2.383 -0.508 0.501 -0.079 0.638
H -1.247 -1.187 1.078 -0.677 0.768 -0.668
```
Forces are in eV/Å.

LUMO   0.033 Eh
Structure (SMILES)   C=C(C)C(=C)CC
E_HOMO   -8.5 eV
Relative energy (zero: lowest compared OMol25 entry of this formula, charge and spin)   242.3 kJ/mol
HOMO-LUMO gap   9.43 eV
F_max   2.47 eV/A

Atom charges from the Löwdin analysis, given in e for atoms 1 to 4: 0.07, 0.02, 0.06, 0.09